Formula: C3H6DyO3
Source: the OMol25 dataset
Level of theory: ωB97M-V/def2-TZVPD

Last column: Mulliken charge in e.
Atoms and positions in Å:
H -2.077 -0.273 -0.221  0.552
O -0.462 -0.266 0.171  -0.262
Dy -1.733 -2.599 -3.214  1.465
O 0.070 -1.403 -1.729  -0.565
C -0.620 -1.222 -0.720  1.392
O -1.922 -1.181 -0.951  -0.631
C 0.815 0.486 0.213  -0.136
C 0.853 1.242 1.509  -0.820
H 1.613 -0.258 0.122  0.410
H 0.812 1.142 -0.663  0.401
H 0.896 0.562 2.368  0.378
H 1.764 1.855 1.509  0.415
H -0.008 1.916 1.607  0.401

charge: +3
E_tot: -33396.28726 eV
energy relative to the best compared isomer or geometry (same formula, charge and spin): 1.476 eV
HOMO (alpha / beta): -25.11 / -22.18 eV
orbital gap (alpha / beta): 0.42712 / 0.12201 hartree
largest force on an atom: 0.126 Eh/bohr
spin multiplicity: 6

Formula: C3H6EuLiO5
Source: the OMol25 dataset
Level of theory: ωB97M-V/def2-TZVPD

Last column: Mulliken charge in e.
Atoms and positions in Å:
H 0.411 3.051 0.157  0.229
C -0.400 2.313 0.336  -0.279
C 0.244 0.967 0.649  -0.182
O 0.782 0.818 1.940  -0.551
Eu -1.837 0.551 -2.224  0.812
O -1.243 2.197 -0.758  -0.791
H -0.936 2.644 1.251  0.253
H 1.039 0.776 -0.100  0.218
H -0.556 0.208 0.535  0.149
C 1.456 -2.177 1.187  0.657
O 1.239 -2.520 -0.011  -0.723
O 2.767 -2.107 1.572  -0.456
H 3.197 -1.420 1.050  0.321
Li -0.035 -2.325 -1.279  0.685
O 0.625 -2.220 2.133  -0.702
H 0.443 -0.093 2.341  0.362

E_tot: -32975.77057 eV
energy relative to the best compared isomer or geometry (same formula, charge and spin): 0.000 eV
HOMO (alpha / beta): -6.89 / -7.92 eV
orbital gap (alpha / beta): 0.21394 / 0.21996 hartree
largest force on an atom: 0.077 Eh/bohr
spin multiplicity: 7

Formula: C3H6F2N
Source: the OMol25 dataset
Level of theory: ωB97M-V/def2-TZVPD

Last column: Mulliken charge in e.
Atoms and positions in Å:
N 0.000 -0.305 -1.489  -0.245
C 0.531 -0.075 -0.142  -0.755
C -0.315 -0.541 1.128  0.026
F 0.355 -1.040 2.167  -0.220
C -0.116 0.927 0.817  0.097
F 0.751 1.726 1.474  -0.237
H 0.380 -1.335 -1.646  0.425
H 0.254 0.236 -2.276  0.323
H -0.986 -0.194 -1.508  0.341
H 1.546 -0.060 -0.219  0.498
H -1.368 -0.793 1.098  0.374
H -1.034 1.456 0.595  0.372

charge: +1
E_tot: -10123.75631 eV
energy relative to the best compared isomer or geometry (same formula, charge and spin): 0.409 eV
HOMO: -15.68 eV
orbital gap: 0.41871 hartree
largest force on an atom: 0.087 Eh/bohr

Formula: C3H6F2N
Source: the OMol25 dataset
Level of theory: ωB97M-V/def2-TZVPD

Last column: Mulliken charge in e.
Atoms and positions in Å:
C 0.072 0.133 -0.603  -0.655
C 0.948 0.763 0.490  0.135
C 0.961 -0.696 0.249  0.128
N -1.382 0.003 -0.396  -0.239
F 1.952 1.537 0.050  -0.229
F 1.912 -1.500 -0.138  -0.156
H 0.364 0.321 -1.632  0.438
H 0.516 1.171 1.398  0.351
H -0.157 -1.581 1.586  0.180
H -1.516 -0.483 0.519  0.318
H -1.803 -0.583 -1.133  0.353
H -1.867 0.915 -0.388  0.374

charge: +1
E_tot: -10121.17371 eV
energy relative to the best compared isomer or geometry (same formula, charge and spin): 2.992 eV
HOMO: -15.04 eV
orbital gap: 0.35574 hartree
largest force on an atom: 0.073 Eh/bohr

Formula: C3H6F2O2
Source: the OMol25 dataset
Level of theory: ωB97M-V/def2-TZVPD

Last column: Mulliken charge in e.
Atoms and positions in Å:
C 0.317 -0.115 0.842  -1.305
C -0.174 0.183 -0.573  0.203
C 1.618 -1.833 -0.780  -0.181
O 0.302 -0.864 -1.384  -0.195
O -1.499 0.182 -0.610  -0.498
F 1.573 -2.784 -1.719  -0.155
F 2.746 -1.102 -0.973  -0.178
H -0.107 0.615 1.484  0.388
H 0.026 -1.072 1.159  0.474
H 1.482 -0.277 0.953  0.305
H 0.152 1.124 -0.932  0.414
H -1.751 -0.670 -0.293  0.352
H 0.477 -0.429 -2.263  0.376

E_tot: -12734.54363 eV
energy relative to the best compared isomer or geometry (same formula, charge and spin): 3.953 eV
HOMO: -8.52 eV
orbital gap: 0.33165 hartree
largest force on an atom: 0.070 Eh/bohr

Formula: C3H6F2OS
Source: the OMol25 dataset
Level of theory: ωB97M-V/def2-TZVPD

Last column: Mulliken charge in e.
Atoms and positions in Å:
C -1.289 0.843 0.700  -1.238
C 1.674 -0.413 1.203  -0.864
C -0.829 -0.134 -0.279  0.794
O 1.453 1.312 -0.669  -0.586
F -1.196 -1.389 0.015  -0.277
F -1.275 0.236 -1.548  -0.283
S 1.204 -0.116 -0.560  0.429
H -2.131 1.444 0.419  0.400
H -0.682 1.753 0.789  0.340
H -1.522 0.469 1.715  0.342
H 2.608 -0.961 1.262  0.329
H 0.990 -0.887 1.807  0.327
H 1.811 0.615 1.369  0.287

E_tot: -21524.30983 eV
energy relative to the best compared isomer or geometry (same formula, charge and spin): 1.124 eV
HOMO: -9.40 eV
orbital gap: 0.37301 hartree
largest force on an atom: 0.058 Eh/bohr

Formula: C3H6F3O
Source: the OMol25 dataset
Level of theory: ωB97M-V/def2-TZVPD

Last column: Mulliken charge in e.
Atoms and positions in Å:
C -0.672 1.189 0.164  -0.800
C -0.701 -1.245 -0.348  -0.679
C 1.288 0.088 -0.234  0.925
O -0.032 0.114 -0.571  0.019
F 1.942 -0.795 -0.867  -0.114
F 1.324 -0.562 1.668  -0.446
F 1.968 1.201 -0.202  -0.114
H -1.618 1.257 -0.308  0.371
H -0.836 1.107 1.342  0.362
H -0.022 2.044 -0.007  0.390
H -0.132 -1.928 -0.897  0.333
H -0.840 -1.452 0.772  0.375
H -1.668 -1.017 -0.513  0.378

charge: +1
E_tot: -13395.41310 eV
energy relative to the best compared isomer or geometry (same formula, charge and spin): 3.579 eV
HOMO: -17.22 eV
orbital gap: 0.41646 hartree
largest force on an atom: 0.101 Eh/bohr

Formula: C3H6FHoO2
Source: the OMol25 dataset
Level of theory: ωB97M-V/def2-TZVPD

Last column: Mulliken charge in e.
Atoms and positions in Å:
O 1.942 1.738 0.885  -0.657
C 0.727 1.746 0.413  0.111
C 0.020 0.603 0.211  -0.518
O 0.729 -0.579 0.434  -0.259
C -0.052 -1.759 0.574  -0.603
Ho 2.965 -0.074 1.270  1.218
H 0.233 2.709 0.224  0.384
H -1.992 0.555 -3.100  0.401
H -0.414 -2.085 -0.410  0.287
H 0.595 -2.531 1.004  0.227
H -0.906 -1.572 1.240  0.357
H -1.021 0.534 -0.105  0.449
F -2.825 0.717 -2.641  -0.397

charge: +1
E_tot: -35807.54674 eV
HOMO (alpha / beta): -11.41 / -12.23 eV
orbital gap (alpha / beta): 0.25385 / 0.21800 hartree
largest force on an atom: 0.062 Eh/bohr
spin multiplicity: 6

Formula: C3H6FN3
Source: the OMol25 dataset
Level of theory: ωB97M-V/def2-TZVPD

Last column: Mulliken charge in e.
Atoms and positions in Å:
C -2.362 -0.179 0.040  0.005
C 1.708 1.225 -1.013  -0.987
C 1.515 0.333 0.081  0.250
N -2.173 -1.215 0.722  -0.484
N 0.508 -1.311 1.340  -0.965
N 1.068 -0.661 0.476  0.624
F -1.716 1.008 0.092  -0.243
H 2.762 1.172 -1.457  0.300
H 1.038 0.962 -1.768  0.253
H 1.674 2.257 -0.826  0.328
H -3.180 -0.196 -0.635  0.385
H -1.563 -1.113 1.530  0.347
H 0.720 -2.281 1.419  0.187

E_tot: -10391.98452 eV
energy relative to the best compared isomer or geometry (same formula, charge and spin): 3.629 eV
HOMO: -8.21 eV
orbital gap: 0.32426 hartree
largest force on an atom: 0.061 Eh/bohr

Formula: C3H6FNO
Source: the OMol25 dataset
Level of theory: ωB97M-V/def2-TZVPD

Last column: Mulliken charge in e.
Atoms and positions in Å:
C 1.096 -0.832 -0.296  -1.077
C -0.223 -0.488 0.285  0.299
F -0.115 -0.950 1.634  -0.363
N -0.626 0.879 0.268  -0.349
C -2.153 1.154 0.253  0.108
O -2.941 0.366 -0.219  -0.457
H 1.862 -0.089 0.152  0.251
H 1.247 -1.969 0.028  0.272
H 1.066 -0.636 -1.322  0.366
H -1.044 -0.953 -0.294  0.306
H -0.142 1.459 1.037  0.305
H -2.488 2.198 0.461  0.338

E_tot: -9462.64864 eV
energy relative to the best compared isomer or geometry (same formula, charge and spin): 1.147 eV
HOMO: -10.47 eV
orbital gap: 0.41916 hartree
largest force on an atom: 0.074 Eh/bohr

What did the tenth record say?
Formula: C3H6FNO
Source: the OMol25 dataset
Level of theory: ωB97M-V/def2-TZVPD

Last column: Mulliken charge in e.
Atoms and positions in Å:
C 1.096 -0.832 -0.296  -1.077
C -0.223 -0.488 0.285  0.299
F -0.115 -0.950 1.634  -0.363
N -0.626 0.879 0.268  -0.349
C -2.153 1.154 0.253  0.108
O -2.941 0.366 -0.219  -0.457
H 1.862 -0.089 0.152  0.251
H 1.247 -1.969 0.028  0.272
H 1.066 -0.636 -1.322  0.366
H -1.044 -0.953 -0.294  0.306
H -0.142 1.459 1.037  0.305
H -2.488 2.198 0.461  0.338

E_tot: -9462.64864 eV
energy relative to the best compared isomer or geometry (same formula, charge and spin): 1.147 eV
HOMO: -10.47 eV
orbital gap: 0.41916 hartree
largest force on an atom: 0.074 Eh/bohr